Entry 1:
A molecular structure, C5H8NaO5. Source: the OMol25 dataset; level of theory: ωB97M-V with the def2-TZVPD basis set.

CARTESIAN COORDINATES (ANGSTROEM)
C  -1.999  -0.979  0.624
O  -2.338  -0.766  -0.739
C  -1.563  0.178  -1.360
O  -1.899  1.289  -1.337
O  -0.439  -0.158  -2.073
C  0.705  -0.384  -1.266
C  1.433  0.956  -0.895
O  2.141  0.849  0.378
C  1.308  0.791  1.423
O  0.717  1.676  1.874
H  -2.794  -1.614  1.046
H  -1.973  -0.055  1.228
H  -1.060  -1.554  0.762
H  0.530  -1.028  -0.389
H  1.419  -0.940  -1.895
H  0.761  1.825  -0.941
H  2.228  1.105  -1.638
H  1.233  -0.227  1.920
Na  1.589  -0.964  3.277

2S+1: 1
Kohn-Sham gap, eV: 8.056
Max |F|, hartree/bohr: 0.0607
Highest occupied orbital energy, eV: -13.433
Energy relative to the best compared isomer or geometry (same formula, charge and spin), kJ/mol: 0.00
Net charge: +1

=====

Entry 2:
A molecular structure, C14H28O2. Source: the OMol25 dataset; level of theory: ωB97M-V with the def2-TZVPD basis set.

CARTESIAN COORDINATES (ANGSTROEM)
C  -3.721  -2.856  -0.747
C  -2.411  -2.148  -0.242
C  -2.763  -1.163  0.931
C  -3.617  -0.005  0.557
C  -2.735  0.929  -0.159
C  -2.021  1.765  1.119
C  -0.842  2.466  0.667
C  0.386  1.660  0.106
C  1.560  2.358  -0.497
C  2.866  1.359  -0.485
C  2.624  0.516  -1.519
C  3.603  -0.713  -1.492
C  3.357  -2.003  -0.410
C  3.510  -1.206  1.142
O  2.612  -1.270  1.810
O  4.675  -0.936  1.490
H  4.854  -0.748  2.330
H  2.268  -2.209  -0.342
H  4.104  -2.577  -0.443
H  4.664  -0.346  -1.058
H  3.724  -1.360  -2.424
H  1.565  -0.022  -1.333
H  2.790  0.887  -2.467
H  2.895  0.997  0.679
H  3.724  2.160  -0.930
H  1.956  3.229  0.192
H  1.368  2.503  -1.405
H  0.753  1.341  1.138
H  -0.015  0.803  -0.316
H  -0.391  3.313  1.287
H  -1.024  3.218  -0.471
H  -2.663  2.537  1.439
H  -1.586  1.188  1.845
H  -3.386  1.700  -0.585
H  -2.108  0.576  -0.713
H  -4.416  -0.013  -0.096
H  -4.132  0.437  1.303
H  -3.536  -1.819  1.914
H  -2.021  -0.944  1.500
H  -2.202  -1.409  -0.918
H  -1.760  -2.964  0.251
H  -4.637  -2.075  -0.981
H  -3.561  -3.548  -1.619
H  -4.309  -3.608  -0.048

2S+1: 1
Kohn-Sham gap, eV: 10.090
Max |F|, hartree/bohr: 0.2679
Highest occupied orbital energy, eV: -9.382
Energy relative to the best compared isomer or geometry (same formula, charge and spin), kJ/mol: 1207.66

=====

Entry 3:
C5H8O2 in the gas phase. Source: the OMol25 dataset; level of theory: ωB97M-V with the def2-TZVPD basis set.

CARTESIAN COORDINATES (ANGSTROEM)
O  -0.939  -2.031  1.112
C  -0.808  -0.954  0.599
C  -1.590  -0.142  -0.429
C  -0.866  1.117  0.118
C  0.207  0.187  0.735
C  1.310  -0.027  -0.290
O  2.206  -0.988  0.207
H  -1.120  -0.399  -1.387
H  -2.674  -0.218  -0.523
H  -1.416  1.684  0.875
H  -0.510  1.813  -0.648
H  0.589  0.386  1.740
H  0.824  -0.358  -1.230
H  1.807  0.929  -0.513
H  2.980  -0.999  -0.367

2S+1: 1
Kohn-Sham gap, eV: 10.149
Max |F|, hartree/bohr: 0.0130
SMILES string: O=C1CC[C@@H]1CO
Highest occupied orbital energy, eV: -9.341
Energy relative to the best compared isomer or geometry (same formula, charge and spin), kJ/mol: 138.05